(1)
{
  "formula": "C4H8N2O",
  "method": "ωB97M-V/def2-TZVPD",
  "species": ["C", "C", "C", "N", "C", "O", "N", "H", "H", "H", "H", "H", "H", "H", "H"],
  "positions_angstrom": [[1.42640, -0.38198, 0.75333], [-1.03081, -0.40354, 0.14139], [0.31055, 0.32092, 0.09549], [0.76521, 0.63117, -1.24450], [-1.39090, -1.36984, -0.70774], [-1.81831, 0.03087, 1.14428], [0.48584, 1.36072, 1.07555], [-1.28921, 0.71507, 1.61552], [0.23631, 2.25244, 0.63994], [0.09359, 0.54834, -2.00147], [1.59557, 1.20185, -1.31900], [2.03188, -1.07136, 0.17806], [1.69590, -0.34756, 1.79952], [-0.75234, -1.64599, -1.53187], [-2.35969, -1.84112, -0.63851]],
  "e_lumo_ev": [-0.476, -1.001],
  "largest_force_ev_per_a": 1.370,
  "total_energy_ha": -341.791007,
  "e_homo_ev": [-8.82, -8.65]
}


(2)
{
  "formula": "C27H64BF4N7O3",
  "method": "ωB97M-V/def2-TZVPD",
  "species": ["C", "C", "N", "C", "C", "N", "C", "C", "H", "H", "H", "H", "H", "H", "H", "H", "H", "H", "H", "C", "C", "N", "C", "C", "N", "C", "C", "H", "H", "H", "H", "H", "H", "H", "H", "H", "H", "H", "C", "N", "C", "C", "C", "C", "O", "H", "H", "H", "H", "H", "H", "H", "H", "H", "H", "H", "H", "H", "H", "C", "N", "C", "C", "C", "C", "O", "H", "H", "H", "H", "H", "H", "H", "H", "H", "H", "H", "H", "H", "H", "C", "N", "C", "C", "C", "C", "O", "H", "H", "H", "H", "H", "H", "H", "H", "H", "H", "H", "H", "H", "H", "B", "F", "F", "F", "F"],
  "positions_angstrom": [[0.87772, -7.37692, 0.99706], [0.10112, -6.33469, 0.28700], [0.60293, -4.94953, 0.28573], [0.21874, -3.80128, 1.02078], [1.06556, -2.76871, 0.62480], [2.02900, -3.32187, -0.25397], [1.77801, -4.71813, -0.42080], [3.03488, -2.65481, -0.80698], [0.32863, -8.31098, 1.11594], [0.96200, -7.07863, 2.04206], [1.80846, -7.68090, 0.51808], [-0.92765, -6.29740, 0.64523], [0.08192, -6.61138, -0.76712], [-0.67179, -3.86100, 1.62888], [1.07095, -1.69034, 0.68396], [2.40612, -5.45061, -0.90593], [3.65921, -2.09604, -0.10979], [2.65226, -1.99681, -1.58720], [3.70789, -3.28647, -1.38678], [-2.07333, 1.54752, 5.83262], [-0.65327, 0.91019, 6.05624], [0.31663, 1.49509, 5.16153], [0.83878, 1.00041, 4.03150], [1.68475, 1.94434, 3.33378], [1.60800, 3.03038, 4.11459], [0.76415, 2.78054, 5.18630], [2.34166, 4.23382, 3.85603], [-2.76472, 0.76098, 6.13501], [-2.39131, 1.70702, 4.80231], [-2.27705, 2.39517, 6.48691], [-0.74362, -0.15803, 5.85914], [-0.16035, 0.86721, 7.02747], [0.45963, 0.02267, 3.77335], [2.29265, 1.89626, 2.44240], [0.47545, 3.59735, 5.83118], [2.18832, 4.92662, 4.68345], [2.13280, 4.55962, 2.83705], [3.42362, 4.11275, 3.80313], [0.32769, -1.93083, -6.06473], [-0.11746, -1.25882, -4.70169], [1.15637, -1.40548, -3.80448], [-0.43208, 0.25110, -5.04462], [-1.34327, -2.13135, -4.31967], [-1.74601, -1.84832, -2.88721], [-2.20031, -0.52133, -2.71865], [-0.56737, -2.08235, -6.66807], [0.99017, -2.77311, -5.86528], [0.77364, -1.10608, -6.62063], [1.04143, -0.88326, -2.85465], [1.95000, -0.94506, -4.39293], [1.23182, -2.49197, -3.76028], [0.47404, 0.77755, -5.34445], [-0.71583, 0.58868, -4.04782], [-1.11624, 0.37995, -5.88333], [-1.05192, -3.17529, -4.20391], [-2.23411, -2.26548, -4.93329], [-0.89624, -2.02794, -2.22863], [-2.54818, -2.46951, -2.48876], [-2.18429, -0.19653, -1.81541], [-4.88852, 1.39814, 2.43179], [-4.61620, -0.13942, 2.34608], [-3.27801, -0.38162, 1.65523], [-4.50914, -0.65235, 3.75430], [-5.73733, -0.88459, 1.54040], [-7.12789, -0.37029, 1.81517], [-7.51871, -0.49367, 3.17135], [-4.01722, 1.88419, 2.87076], [-5.74599, 1.48094, 3.09961], [-5.04838, 1.82475, 1.44156], [-2.97525, -1.32506, 2.10949], [-2.49417, 0.32215, 1.93524], [-3.32831, -0.47047, 0.57002], [-3.61187, -0.38212, 4.31106], [-4.48280, -1.74081, 3.70279], [-5.37728, -0.46041, 4.38486], [-5.59763, -1.93001, 1.81554], [-5.56787, -0.75190, 0.47186], [-7.86359, -1.06044, 1.40221], [-7.36733, 0.64695, 1.50534], [-7.47638, -1.44216, 3.31334], [3.37450, 4.48908, -3.62407], [3.48577, 3.40217, -2.52288], [2.73000, 3.97820, -1.22336], [2.59483, 2.17234, -2.84637], [4.96162, 2.99413, -2.34202], [6.12299, 4.11923, -2.33309], [6.24988, 4.84823, -3.54435], [3.90532, 4.11970, -4.50150], [3.68956, 5.43834, -3.19078], [2.31202, 4.56547, -3.85514], [2.69256, 3.17186, -0.49089], [1.72049, 4.28383, -1.49829], [3.24657, 4.78648, -0.70573], [2.94745, 1.62089, -3.71796], [1.61089, 2.63694, -2.91055], [2.69778, 1.49643, -1.99746], [5.08542, 2.18168, -3.05805], [4.90491, 2.51608, -1.36409], [7.09703, 3.65200, -2.18802], [6.02700, 4.77216, -1.46558], [6.89267, 5.54947, -3.41515], [0.26140, 0.89350, -0.20418], [-0.54631, 1.52391, 0.65960], [0.33966, 1.70743, -1.32466], [1.49758, 0.49520, 0.32034], [-0.31272, -0.31424, -0.52070]],
  "e_lumo_ev": -8.592,
  "largest_force_ev_per_a": 8.513,
  "total_energy_ha": -2099.231005,
  "e_homo_ev": -18.24,
  "total_charge": 4
}


(3)
{
  "formula": "C32H90N6O10",
  "method": "ωB97M-V/def2-TZVPD",
  "species": ["C", "O", "C", "C", "C", "N", "H", "H", "H", "H", "H", "H", "H", "H", "H", "H", "H", "C", "O", "C", "C", "C", "N", "H", "H", "H", "H", "H", "H", "H", "H", "H", "H", "H", "C", "O", "C", "C", "C", "N", "H", "H", "H", "H", "H", "H", "H", "H", "H", "H", "H", "C", "O", "C", "C", "C", "N", "H", "H", "H", "H", "H", "H", "H", "H", "H", "H", "H", "C", "O", "C", "C", "C", "N", "H", "H", "H", "H", "H", "H", "H", "H", "H", "H", "H", "C", "O", "C", "C", "C", "N", "H", "H", "H", "H", "H", "H", "H", "H", "H", "H", "H", "C", "C", "O", "H", "H", "H", "H", "H", "H", "C", "C", "O", "H", "H", "H", "H", "H", "H", "C", "C", "O", "H", "H", "H", "H", "H", "H", "C", "C", "O", "H", "H", "H", "H", "H", "H"],
  "positions_angstrom": [[-0.76905, -4.27200, 7.31488], [-1.85965, -4.86263, 7.97635], [-1.87878, -4.91681, 9.41806], [-0.79509, -5.87238, 10.03189], [-0.73011, -7.30306, 9.45465], [-1.03485, -6.02194, 11.43136], [-0.60380, -3.24745, 7.64820], [-1.09414, -4.16742, 6.27976], [0.15530, -4.84940, 7.33258], [-1.86857, -3.92708, 9.87460], [-2.84727, -5.40319, 9.53445], [0.23436, -5.55423, 9.86729], [-1.65119, -7.88237, 9.51868], [0.02973, -7.88345, 9.97801], [-0.44014, -7.30917, 8.40395], [-0.44980, -6.74139, 11.83162], [-1.97041, -6.26928, 11.72061], [8.43050, 4.48396, -5.69969], [9.32109, 5.58744, -5.52349], [10.57533, 5.20260, -4.88323], [11.39417, 6.41518, -4.45970], [12.75370, 6.06361, -3.86639], [10.68521, 7.28821, -3.51258], [8.88076, 3.87871, -6.48648], [7.48156, 4.93686, -5.98691], [8.27838, 3.90220, -4.79056], [10.36863, 4.60269, -3.99695], [11.19009, 4.59992, -5.55177], [11.61284, 6.97891, -5.36661], [13.30922, 5.34338, -4.46704], [12.55835, 5.63891, -2.88172], [13.44582, 6.89229, -3.71690], [9.81245, 7.55958, -3.94240], [10.55635, 6.70276, -2.69972], [-5.69002, -4.84062, -1.11402], [-6.36732, -5.77403, -1.87831], [-6.98436, -5.30867, -3.07625], [-7.67050, -6.43296, -3.82832], [-6.69647, -7.50811, -4.23123], [-8.38523, -5.85806, -4.95569], [-5.49755, -5.32647, -0.15747], [-6.30591, -3.95352, -0.96624], [-4.75528, -4.51163, -1.56804], [-7.66702, -4.52086, -2.75777], [-6.31510, -4.70496, -3.68921], [-8.41239, -6.84555, -3.14461], [-6.21892, -8.00785, -3.38844], [-5.88258, -7.10014, -4.83060], [-7.20719, -8.29978, -4.77944], [-8.66315, -4.89255, -4.85250], [-7.68221, -5.65294, -5.65124], [-4.00524, 1.50798, 7.24116], [-2.89039, 2.27904, 7.55741], [-3.04375, 3.07484, 8.74324], [-1.67644, 3.10579, 9.47255], [-0.44958, 3.37214, 8.53968], [-1.48980, 1.88939, 10.20042], [-3.92126, 0.93989, 6.31470], [-4.91392, 2.10632, 7.17495], [-4.24305, 0.73345, 7.97031], [-3.39284, 4.07101, 8.47143], [-3.74893, 2.65640, 9.46138], [-1.76316, 3.89138, 10.22317], [0.51785, 3.51133, 9.02217], [-0.69189, 4.38164, 8.20759], [-0.31959, 2.66503, 7.72041], [-1.50805, 1.19532, 9.46691], [-2.33056, 1.77805, 10.74890], [-6.38632, 7.69228, -2.01173], [-5.43460, 6.90142, -1.31376], [-4.85475, 5.81128, -2.04864], [-5.86342, 4.73796, -2.48032], [-6.14607, 3.78393, -1.27771], [-5.34448, 3.89283, -3.53922], [-6.74722, 8.49948, -1.37432], [-7.24111, 7.06701, -2.26954], [-6.03274, 8.12938, -2.94555], [-4.43668, 6.23331, -2.96254], [-4.05573, 5.31090, -1.50158], [-6.83926, 5.11381, -2.78786], [-6.76517, 4.28790, -0.53553], [-5.28214, 3.26959, -0.85679], [-6.81142, 3.02971, -1.69791], [-4.46037, 3.50606, -3.24112], [-5.06484, 4.47271, -4.31745], [-3.45405, -4.11549, -9.35506], [-3.41187, -3.20760, -8.23018], [-2.15533, -2.44351, -8.15455], [-0.84315, -3.21755, -7.95068], [-0.85100, -4.06459, -6.67728], [0.27482, -2.26872, -7.87617], [-3.32404, -3.63255, -10.32355], [-4.37535, -4.68400, -9.48196], [-2.76056, -4.94121, -9.19588], [-2.07329, -1.85645, -9.06928], [-2.29267, -1.69017, -7.37885], [-0.58866, -3.91909, -8.74515], [-1.58426, -4.84880, -6.86555], [-1.19782, -3.45214, -5.84498], [0.10074, -4.55656, -6.47665], [1.13959, -2.78262, -7.78574], [0.36846, -1.81293, -8.77260], [0.76891, 1.36659, 0.08999], [1.34512, 0.92816, -1.18059], [0.35474, 0.86284, -2.13179], [1.54934, 1.28762, 0.84682], [0.06769, 0.58945, 0.39403], [0.39451, 2.38761, 0.01619], [1.80942, -0.05064, -1.06031], [2.19180, 1.55853, -1.45239], [0.79183, 0.45172, -2.88115], [-0.96006, 4.65950, -9.59606], [-2.25277, 5.07475, -10.32837], [-2.83783, 6.10719, -9.50145], [-0.36860, 3.97975, -10.20942], [-1.26548, 4.17861, -8.66678], [-0.34340, 5.50450, -9.28977], [-2.93491, 4.23731, -10.47494], [-2.17747, 5.51522, -11.32256], [-3.67413, 6.17689, -9.96763], [5.80208, -0.41048, 8.01483], [7.05627, 0.18869, 8.70274], [8.14895, 0.13118, 7.80795], [5.94903, -1.47485, 7.83149], [5.69226, 0.14480, 7.08332], [4.96959, -0.30954, 8.71116], [7.21914, -0.42506, 9.58868], [6.91535, 1.23016, 8.99186], [8.98336, 0.22415, 8.27348], [6.38896, -3.64746, 2.43761], [7.78563, -3.76226, 3.03893], [8.47021, -2.52425, 2.98160], [5.84946, -2.81973, 2.89794], [5.74416, -4.47506, 2.73325], [6.39126, -3.71570, 1.34975], [8.27490, -4.49041, 2.39201], [7.70774, -4.15438, 4.05297], [8.17810, -1.98465, 3.71991]],
  "e_lumo_ev": 0.506,
  "largest_force_ev_per_a": 2.274,
  "smiles": "COC[C@H](C)N.COC[C@H](C)N.COC[C@H](C)N.COC[C@H](C)N.COC[C@H](C)N.COC[C@H](C)N.CCO.CCO.CCO.CCO",
  "total_energy_ha": -2353.854235,
  "e_homo_ev": -9.05
}


(4)
{
  "formula": "C2H9NOS",
  "method": "ωB97M-V/def2-TZVPD",
  "species": ["N", "C", "C", "S", "H", "H", "H", "H", "H", "H", "H", "O", "H", "H"],
  "positions_angstrom": [[-2.16265, -1.01139, -1.25428], [-1.34821, -1.08283, -0.05137], [0.21353, -1.52320, -0.46343], [1.44081, -0.34317, -1.30771], [-1.77858, -1.19285, -2.13025], [-2.56350, -0.01473, -1.24552], [-1.27259, -0.18255, 0.66100], [-1.61334, -1.98713, 0.58533], [0.04920, -2.26798, -1.24093], [0.71023, -1.77127, 0.46951], [0.80366, -0.32269, -2.52776], [2.63354, 3.53192, 2.68220], [3.14291, 4.28765, 3.02975], [1.74498, 3.88023, 2.79346]],
  "e_lumo_ev": 0.858,
  "largest_force_ev_per_a": 5.323,
  "smiles": "NCCS.O",
  "total_energy_ha": -609.726751,
  "e_homo_ev": -8.80
}


(5)
{
  "formula": "C7H9N5O2",
  "method": "ωB97M-V/def2-TZVPD",
  "species": ["N", "C", "O", "N", "N", "N", "O", "H", "H", "N", "C", "C", "C", "C", "C", "C", "H", "H", "H", "H", "H", "H", "H"],
  "positions_angstrom": [[1.10953, 1.17044, 2.32405], [1.86543, 1.07822, 1.21902], [3.05868, 1.44785, 1.09253], [1.06234, 0.82219, 0.05890], [1.64981, 1.18042, -0.91185], [2.50797, 1.57787, -1.52437], [3.24887, 2.04692, -2.25537], [1.56406, 1.36121, 3.26941], [0.21591, 0.64825, 2.29492], [0.06314, -1.86334, 1.21292], [-0.66414, -1.15903, 0.25123], [-1.90918, -0.54588, 0.66700], [-2.53124, 0.11395, -0.42683], [-2.19275, 0.09215, -1.73184], [-0.98598, -0.62547, -2.07543], [-0.21101, -1.18116, -1.11444], [-0.53696, -2.20265, 1.94686], [0.71423, -2.55612, 0.89790], [-2.15974, -0.61254, 1.65216], [-3.27953, 0.82869, 0.07388], [-2.73456, 0.63360, -2.42009], [-0.62409, -0.61417, -3.12729], [0.76921, -1.64139, -1.37327]],
  "e_lumo_ev": 0.639,
  "largest_force_ev_per_a": 7.510,
  "smiles": "NC(=O)/N=N\\N=O.Nc1ccccc1",
  "total_energy_ha": -696.192278,
  "e_homo_ev": -7.91
}